# C3H4CeO2

A structure of composition C3H4CeO2 (ωB97M-V with the def2-TZVPD basis set, the Open Molecules 2025 dataset).

**Net charge**: +2
**Spin multiplicity**: 3
**LUMO level (spin up / spin down)**: -10.71 / -10.76 eV
**Orbital gap (spin up / spin down)**: 8.1 / 8.0 eV
**ΔE to the lowest compared entry with this formula, charge and spin**: 2.698 eV

Structure (XYZ):
```
10
Properties=species:S:1:pos:R:3:forces:R:3:mulliken_spin:R:1
H -3.496 -0.432 -0.577 0.4 0.3 -0.1 -0.03
O 0.882 1.175 0.288 0.3 0.2 0.1 0.02
O -0.591 2.231 -1.087 -0.4 0.1 -0.2 0.09
C 0.280 -0.001 0.091 0.2 -0.3 -0.1 0.02
C 0.986 -1.095 0.723 -0.2 0.2 0.1 0.00
C 0.373 2.225 -0.405 0.6 0.2 0.5 0.83
H 0.247 -1.775 1.177 0.2 0.0 0.0 0.00
H 1.382 -1.687 -0.130 0.0 0.0 0.1 0.00
H 1.800 -0.812 1.399 -0.2 -0.1 -0.1 0.00
Ce -1.863 0.171 -1.478 -0.9 -0.6 -0.4 1.06
```
Forces are in eV/Å.



# C5H12N2O

A cluster of 2 separate species, C5H12N2O in total (ωB97M-V with the def2-TZVPD basis set, the Open Molecules 2025 dataset).

**Net charge**: 0
**Spin multiplicity**: 1
**LUMO level**: -3.85 eV
**Orbital gap**: 3.7 eV
**ΔE to the lowest compared entry with this formula, charge and spin**: 9.942 eV

Structure (XYZ):
```
20
Properties=species:S:1:pos:R:3:forces:R:3:lowdin_charge:R:1
C 0.814 -0.482 -1.695 0.4 0.3 1.9 -0.26
C -0.363 0.084 -0.909 0.9 -3.1 0.2 -0.13
C 0.019 -0.160 0.551 -0.9 2.7 0.5 -0.45
C 0.662 -1.359 1.165 -0.9 1.1 0.0 0.07
C -1.010 0.449 1.506 0.7 0.2 2.4 -0.08
N 0.297 1.116 1.271 -1.0 0.0 -0.4 0.07
N 0.900 -1.890 -1.350 -0.8 0.3 -0.7 0.09
H 0.628 -0.283 -2.751 0.0 -0.6 -0.4 0.14
H 1.715 0.112 -1.428 0.1 -0.5 -0.4 0.14
H -1.200 -0.536 -1.217 -0.4 0.0 0.1 0.13
H -0.551 1.104 -1.100 -0.5 1.4 0.2 0.07
H 0.003 -2.052 1.723 0.2 -0.1 -1.1 0.12
H 1.495 -1.109 1.798 0.5 0.2 0.1 0.09
H -1.059 0.051 2.549 0.0 -0.1 -1.1 0.11
H -1.958 0.833 1.155 0.4 0.4 -0.5 0.10
H 1.650 -2.350 -1.866 0.6 0.1 0.7 0.07
H 1.029 -1.894 0.129 0.3 -0.4 -1.5 0.09
H 0.095 2.058 0.746 -0.2 -1.8 0.2 0.10
H -1.761 3.582 -0.213 -0.4 1.2 0.0 -0.11
O -1.406 2.726 -0.064 0.9 -1.5 -0.1 -0.37
```
Forces are in eV/Å.



# C5H9N2O2

The ion C5H9N2O2 with charge +1 (ωB97M-V with the def2-TZVPD basis set, the Open Molecules 2025 dataset).

**Net charge**: +1
**Spin multiplicity**: 1
**LUMO level**: -3.68 eV
**Orbital gap**: 10.6 eV
**Structure (SMILES)**: C[N+](C)=C1NCC(=O)O1
**ΔE to the lowest compared entry with this formula, charge and spin**: 2.605 eV

Structure (XYZ):
```
18
Properties=species:S:1:pos:R:3:forces:R:3:lowdin_charge:R:1
C -0.585 2.004 -0.049 -2.5 0.1 -0.2 -0.01
N -0.449 0.545 -0.181 6.3 1.2 0.0 -0.11
C -1.491 -0.352 0.129 -0.5 -2.3 2.4 -0.05
C 0.916 0.153 -0.037 -1.9 0.5 -1.6 -0.28
N 1.352 -1.066 -0.233 -1.6 -1.5 -0.1 0.11
C 2.782 -1.167 -0.256 2.0 -1.4 1.4 0.00
C 3.275 0.221 0.316 -3.1 -2.3 -2.5 -0.26
O 4.253 0.757 0.572 0.6 0.5 0.6 0.29
O 1.964 0.945 0.077 -0.8 2.3 1.3 0.13
H -0.706 2.373 0.955 -0.3 -0.5 0.9 0.10
H 0.310 2.484 -0.343 0.5 0.5 -1.1 0.08
H -1.540 2.303 -0.576 1.5 -0.1 0.1 0.13
H -2.307 0.240 0.492 -0.7 0.3 -0.1 0.09
H -1.895 -1.116 -0.595 0.9 1.0 0.2 0.12
H -1.135 -0.860 1.086 -0.8 -0.1 -1.2 0.13
H 0.693 -1.786 -0.557 0.8 0.2 0.4 0.19
H 3.170 -1.225 -1.306 -0.1 -0.1 0.9 0.17
H 3.134 -2.070 0.395 -0.4 1.7 -1.4 0.18
```
Forces are in eV/Å.



# C38H41ClCsN4O4Sb

A structure of composition C38H41ClCsN4O4Sb (ωB97M-V with the def2-TZVPD basis set, the Open Molecules 2025 dataset).

**Net charge**: -2
**Spin multiplicity**: 1
**LUMO level**: 3.90 eV
**Orbital gap**: 6.0 eV
**ΔE to the lowest compared entry with this formula, charge and spin**: 0.042 eV

Structure (XYZ):
```
90
Properties=species:S:1:pos:R:3:forces:R:3:lowdin_charge:R:1
Cs -0.107 0.897 0.410 0.0 -0.1 0.0 1.04
O -2.632 2.209 0.445 -0.1 0.0 0.0 -0.25
C -3.875 2.362 0.531 0.0 0.0 0.0 -0.43
C -4.441 3.578 1.068 0.0 0.0 0.0 -0.04
C -5.788 3.808 1.137 0.0 0.0 0.0 -0.14
C -6.716 2.857 0.677 0.0 0.0 0.0 -0.16
C -6.218 1.678 0.165 0.0 0.0 0.0 -0.11
C -4.848 1.385 0.094 0.0 0.0 0.0 -0.15
C -4.518 0.084 -0.465 0.0 0.0 0.0 -0.14
N -3.407 -0.539 -0.502 0.0 0.0 0.0 0.04
C -3.441 -1.832 -1.162 0.0 0.0 0.0 -0.26
C -2.326 -1.968 -2.190 0.0 0.0 0.0 -0.23
N -1.040 -2.122 -1.530 0.0 0.0 0.0 0.04
C 0.016 -1.647 -2.057 0.0 0.0 0.0 -0.16
C 0.175 -0.950 -3.347 0.0 0.0 0.0 -0.16
C -0.373 -1.442 -4.528 0.0 0.0 0.0 -0.08
C -0.225 -0.780 -5.736 0.0 0.0 0.0 -0.14
C 0.465 0.434 -5.740 0.0 0.0 0.0 -0.13
C 1.023 0.946 -4.589 0.0 0.0 0.0 -0.05
C 0.942 0.260 -3.338 0.0 0.0 0.0 -0.43
O 1.492 0.700 -2.269 0.0 0.0 -0.1 -0.30
H -3.730 4.319 1.418 0.0 0.0 0.0 0.10
H -6.145 4.748 1.551 0.0 0.0 0.0 0.08
H -7.782 3.044 0.721 0.0 0.0 0.0 0.07
H -6.912 0.925 -0.201 0.0 0.0 0.0 0.09
H -5.403 -0.412 -0.909 0.0 0.0 0.0 0.10
H -4.408 -2.003 -1.665 0.0 0.0 0.0 0.10
H -3.311 -2.629 -0.421 0.0 0.0 0.0 0.09
H -2.348 -1.107 -2.867 0.0 0.0 0.0 0.12
H -2.527 -2.866 -2.787 0.0 0.0 0.0 0.11
H 0.916 -1.729 -1.445 0.0 0.0 0.0 0.08
H -0.922 -2.377 -4.497 0.0 0.0 0.0 0.10
H -0.652 -1.182 -6.647 0.0 0.0 0.0 0.08
H 0.562 0.993 -6.667 0.0 0.0 0.0 0.09
H 1.533 1.902 -4.605 0.0 0.0 0.0 0.10
Cl 3.885 0.877 7.981 0.0 0.0 0.0 0.55
C 3.334 0.948 6.310 0.0 0.0 0.0 -0.70
C 4.272 1.144 5.280 0.0 0.0 0.0 -0.14
C 3.859 1.203 3.980 0.0 0.0 0.0 -0.03
C 2.471 1.067 3.583 0.0 0.0 0.0 -0.43
O 2.140 1.112 2.381 0.0 0.0 -0.1 -0.16
C 1.548 0.867 4.681 0.0 0.0 0.0 -0.14
C 0.124 0.640 4.496 0.1 0.0 0.1 -0.26
O -0.501 0.546 3.459 0.0 0.0 0.0 -0.06
C 2.006 0.818 6.006 0.0 0.0 0.0 -0.11
H 5.322 1.246 5.528 0.0 0.0 0.0 0.09
H 4.574 1.349 3.178 0.0 0.0 0.0 0.10
H -0.421 0.527 5.462 0.0 0.0 0.0 0.11
H 1.283 0.657 6.800 0.0 0.0 0.0 0.10
N -1.539 -2.482 1.508 0.0 0.0 0.0 0.13
C -0.767 -2.493 2.641 0.0 0.0 0.0 -0.27
C -1.310 -2.613 3.903 0.0 0.0 0.0 -0.04
C -0.495 -2.625 5.048 0.0 0.0 0.0 -0.11
C 0.866 -2.527 4.956 0.0 0.0 0.0 -0.07
C 1.462 -2.395 3.680 0.0 0.0 0.0 -0.16
C 2.852 -2.202 3.502 0.0 0.0 0.0 -0.02
C 3.353 -2.029 2.248 0.0 0.0 0.0 -0.05
C 2.462 -2.054 1.154 0.0 0.0 0.0 -0.14
N 1.173 -2.226 1.275 0.0 0.0 0.0 0.12
C 0.658 -2.386 2.522 0.0 0.0 0.0 -0.17
H -2.400 -1.959 1.569 0.0 0.0 0.0 0.08
H -1.064 -2.372 0.613 0.0 0.0 0.1 0.03
H -2.387 -2.679 4.003 0.0 0.0 0.0 0.11
H -0.964 -2.703 6.022 0.0 0.0 0.0 0.10
H 1.494 -2.504 5.839 0.0 0.0 0.0 0.11
H 3.492 -2.150 4.376 0.0 0.0 0.0 0.12
H 4.403 -1.831 2.077 0.0 0.0 0.0 0.10
H 2.840 -1.904 0.147 0.0 0.0 0.0 0.07
C 5.562 2.273 -3.796 0.0 0.0 0.0 -0.20
C 4.226 1.912 -3.159 0.0 0.0 0.0 -0.44
Sb 4.165 0.502 -1.510 0.0 0.0 0.0 1.44
C 3.914 -1.342 -2.627 0.0 0.0 0.0 -0.44
C 4.137 -1.270 -4.134 0.0 0.0 0.0 -0.18
C 6.354 0.254 -1.289 0.0 0.0 0.0 -0.47
C 7.159 -0.519 -2.330 0.0 0.0 0.0 -0.21
H 5.452 3.114 -4.489 0.0 0.0 0.0 0.06
H 5.971 1.438 -4.367 0.0 0.0 0.0 0.04
H 6.312 2.560 -3.055 0.0 0.0 0.0 0.05
H 3.539 1.510 -3.901 0.0 0.0 0.0 0.01
H 3.740 2.804 -2.759 0.0 0.0 0.0 0.04
H 2.893 -1.668 -2.427 0.0 0.0 0.0 0.01
H 4.583 -2.076 -2.168 0.0 0.0 0.0 0.03
H 3.414 -0.602 -4.604 0.0 0.0 0.0 0.05
H 4.013 -2.254 -4.600 0.0 0.0 0.0 0.06
H 5.139 -0.911 -4.382 0.0 0.0 0.0 0.04
H 6.467 -0.225 -0.311 0.0 0.0 0.0 0.02
H 6.760 1.264 -1.165 0.0 0.0 0.0 0.02
H 6.750 -1.519 -2.491 0.0 0.0 0.0 0.05
H 8.206 -0.644 -2.028 0.0 0.0 0.0 0.05
H 7.159 -0.014 -3.296 0.0 0.0 0.0 0.04
```
Forces are in eV/Å.